Density functional theory data (ωB97M-V/def2-TZVPD) for an isolated ion of composition C3H7N2O2 and charge +1.

Computed properties:
- E_tot: -378.0965 a.u.
- Maximum force: 0.06037 hartree/bohr
- Gap between HOMO and LUMO (alpha / beta): 8.5 / 8.5 eV
- HOMO (alpha / beta): -13.498 / -13.500 eV
- SMILES: C=[N+]([O-])C/[NH+]=C/O
- E_LUMO (alpha / beta): -5.0 / -5.0 eV
- Relative energy (zero: lowest compared OMol25 entry of this formula, charge and spin): 4.281 eV

Geometry as ORCA input:
```
! wB97M-V def2-TZVPD RIJCOSX def2/J DEFGRID3
* xyz 1 1
C 1.023 -1.345 0.139
N 0.676 -0.777 -0.992
O 1.399 -0.292 -1.926
C -0.779 -0.293 -1.141
N -0.738 0.897 -0.245
C -0.240 0.857 0.991
O -0.116 1.937 1.678
H 2.038 -1.491 0.356
H 0.181 -1.926 0.670
H -1.415 -0.939 -0.617
H -1.083 -0.231 -2.252
H -0.963 1.756 -0.646
H 0.031 -0.140 1.328
H -0.016 1.989 2.657
*
```



Density functional theory data (ωB97M-V/def2-TZVPD) for an isolated ion of composition C2HF3NO4S and charge +1.

Computed properties:
- E_tot: -1129.8098 a.u.
- Maximum force: 0.05894 hartree/bohr
- Gap between HOMO and LUMO: 9.0 eV
- HOMO: -16.369 eV
- SMILES: O=[N+]=COS(=O)(=O)C(F)(F)F
- E_LUMO: -7.4 eV
- Relative energy (zero: lowest compared OMol25 entry of this formula, charge and spin): 0.000 eV

Geometry as ORCA input:
```
! wB97M-V def2-TZVPD RIJCOSX def2/J DEFGRID3
* xyz 1 1
O 0.981 1.096 -2.838
N 0.936 0.415 -1.930
C 1.414 -0.513 -1.216
O 0.966 -0.760 0.004
S 0.097 0.507 0.589
O -0.285 1.106 -0.660
O 0.808 1.212 1.614
C -1.450 -0.336 1.331
F -1.088 -0.668 2.545
F -2.273 0.703 1.382
F -1.949 -1.335 0.683
H 1.842 -1.426 -1.505
*
```



Density functional theory data (ωB97M-V/def2-TZVPD) for one molecule with the formula C4H15NSi2.

Computed properties:
- E_tot: -795.0696 a.u.
- Maximum force: 0.06240 hartree/bohr
- Gap between HOMO and LUMO: 9.4 eV
- HOMO: -8.512 eV
- SMILES: C[C@@H]([SiH3])[SiH2]N(C)C
- E_LUMO: 0.9 eV
- Relative energy (zero: lowest compared OMol25 entry of this formula, charge and spin): 3.049 eV

Geometry as ORCA input:
```
! wB97M-V def2-TZVPD RIJCOSX def2/J DEFGRID3
* xyz 0 1
C 0.664 -2.552 -0.971
C 0.807 -1.100 -0.513
Si 1.583 -0.102 -1.967
Si -0.839 -0.448 0.045
N -1.021 0.979 1.029
C -0.829 1.008 2.462
C -0.931 2.289 0.460
H 0.368 -2.534 -2.026
H 1.583 -3.070 -0.998
H 0.056 -3.001 -0.074
H 1.469 -1.013 0.371
H 0.421 0.364 -2.879
H 2.706 -1.066 -2.548
H 2.528 1.003 -1.476
H -1.680 -1.446 0.776
H -1.790 -0.270 -1.151
H -1.108 0.040 2.718
H 0.199 1.056 2.758
H -1.508 1.782 2.841
H -1.452 3.036 1.069
H 0.067 2.677 0.556
H -1.294 2.367 -0.483
*
```



Density functional theory data (ωB97M-V/def2-TZVPD) for C17H29AlClSi2 as an isolated structure.

Computed properties:
- E_tot: -1946.9121 a.u.
- Maximum force: 0.07166 hartree/bohr
- Gap between HOMO and LUMO: 5.5 eV
- HOMO: -2.911 eV
- E_LUMO: 2.6 eV
- Relative energy (zero: lowest compared OMol25 entry of this formula, charge and spin): 0.000 eV

Geometry as ORCA input:
```
! wB97M-V def2-TZVPD RIJCOSX def2/J DEFGRID3
* xyz -1 1
C 0.428 3.534 2.472
C 1.157 4.180 1.436
C 2.295 3.376 1.132
H 0.894 5.121 0.966
C 2.299 2.255 2.012
C 1.133 2.349 2.840
H 0.829 1.637 3.603
H -0.505 3.883 2.911
H 3.036 3.585 0.365
H 3.042 1.459 2.023
Al -0.217 1.139 -1.005
Cl -1.960 1.853 0.007
C -0.329 1.480 -3.094
C 0.947 0.899 -2.783
C 1.604 1.739 -1.823
H 1.390 0.031 -3.261
C 0.758 2.879 -1.594
C -0.441 2.714 -2.370
H -1.244 3.438 -2.443
H -1.007 1.163 -3.875
H 2.624 1.632 -1.456
H 1.060 3.792 -1.098
C -2.759 -2.072 -0.489
Si -1.073 -1.916 -1.338
C -0.241 -3.604 -1.517
C -1.484 -1.474 -3.133
C 0.091 -0.729 -0.386
Si 0.029 -1.305 1.431
C -0.267 -3.174 1.681
C 1.684 -1.157 2.320
C -1.256 -0.414 2.475
H -3.422 -2.600 -1.192
H -3.217 -1.096 -0.272
H -2.749 -2.655 0.440
H -0.491 -4.024 -2.501
H 0.848 -3.483 -1.482
H -0.525 -4.348 -0.763
H -2.163 -0.615 -3.191
H -0.589 -1.269 -3.737
H -1.995 -2.337 -3.590
H 1.151 -0.991 -0.672
H 0.475 -3.775 1.134
H -0.118 -3.383 2.754
H -1.264 -3.543 1.413
H 1.809 -0.196 2.833
H 1.756 -1.952 3.079
H 2.519 -1.290 1.616
H -1.014 0.649 2.603
H -2.264 -0.490 2.050
H -1.265 -0.894 3.469
*
```



- Which of these has the highest maximum force?
  C17H29AlClSi2



What did the first record say?
Density functional theory data (ωB97M-V/def2-TZVPD) for an isolated ion of composition C3H7N2O2 and charge +1.

Computed properties:
- E_tot: -378.0965 a.u.
- Maximum force: 0.06037 hartree/bohr
- Gap between HOMO and LUMO (alpha / beta): 8.5 / 8.5 eV
- HOMO (alpha / beta): -13.498 / -13.500 eV
- SMILES: C=[N+]([O-])C/[NH+]=C/O
- E_LUMO (alpha / beta): -5.0 / -5.0 eV
- Relative energy (zero: lowest compared OMol25 entry of this formula, charge and spin): 4.281 eV

Geometry as ORCA input:
```
! wB97M-V def2-TZVPD RIJCOSX def2/J DEFGRID3
* xyz 1 1
C 1.023 -1.345 0.139
N 0.676 -0.777 -0.992
O 1.399 -0.292 -1.926
C -0.779 -0.293 -1.141
N -0.738 0.897 -0.245
C -0.240 0.857 0.991
O -0.116 1.937 1.678
H 2.038 -1.491 0.356
H 0.181 -1.926 0.670
H -1.415 -0.939 -0.617
H -1.083 -0.231 -2.252
H -0.963 1.756 -0.646
H 0.031 -0.140 1.328
H -0.016 1.989 2.657
*
```



Please write out number 4 again, unchanged.
Density functional theory data (ωB97M-V/def2-TZVPD) for C17H29AlClSi2 as an isolated structure.

Computed properties:
- E_tot: -1946.9121 a.u.
- Maximum force: 0.07166 hartree/bohr
- Gap between HOMO and LUMO: 5.5 eV
- HOMO: -2.911 eV
- E_LUMO: 2.6 eV
- Relative energy (zero: lowest compared OMol25 entry of this formula, charge and spin): 0.000 eV

Geometry as ORCA input:
```
! wB97M-V def2-TZVPD RIJCOSX def2/J DEFGRID3
* xyz -1 1
C 0.428 3.534 2.472
C 1.157 4.180 1.436
C 2.295 3.376 1.132
H 0.894 5.121 0.966
C 2.299 2.255 2.012
C 1.133 2.349 2.840
H 0.829 1.637 3.603
H -0.505 3.883 2.911
H 3.036 3.585 0.365
H 3.042 1.459 2.023
Al -0.217 1.139 -1.005
Cl -1.960 1.853 0.007
C -0.329 1.480 -3.094
C 0.947 0.899 -2.783
C 1.604 1.739 -1.823
H 1.390 0.031 -3.261
C 0.758 2.879 -1.594
C -0.441 2.714 -2.370
H -1.244 3.438 -2.443
H -1.007 1.163 -3.875
H 2.624 1.632 -1.456
H 1.060 3.792 -1.098
C -2.759 -2.072 -0.489
Si -1.073 -1.916 -1.338
C -0.241 -3.604 -1.517
C -1.484 -1.474 -3.133
C 0.091 -0.729 -0.386
Si 0.029 -1.305 1.431
C -0.267 -3.174 1.681
C 1.684 -1.157 2.320
C -1.256 -0.414 2.475
H -3.422 -2.600 -1.192
H -3.217 -1.096 -0.272
H -2.749 -2.655 0.440
H -0.491 -4.024 -2.501
H 0.848 -3.483 -1.482
H -0.525 -4.348 -0.763
H -2.163 -0.615 -3.191
H -0.589 -1.269 -3.737
H -1.995 -2.337 -3.590
H 1.151 -0.991 -0.672
H 0.475 -3.775 1.134
H -0.118 -3.383 2.754
H -1.264 -3.543 1.413
H 1.809 -0.196 2.833
H 1.756 -1.952 3.079
H 2.519 -1.290 1.616
H -1.014 0.649 2.603
H -2.264 -0.490 2.050
H -1.265 -0.894 3.469
*
```



- What is the E_tot in the first record?
  -378.0965 a.u.